Computed, not measured: the ion C10H17N2OS with charge +1 in a non-equilibrium geometry, with ωB97M-V/def2-TZVPD.

As for the LUMO energy (alpha / beta): -4.671 / -4.672 eV. The max |F| is 4.80 eV Å⁻¹. As for the charge: +1. The HOMO energy (alpha / beta) comes out at -11.49 / -11.49 eV. The orbital gap (alpha / beta) is 6.8 / 6.8 eV.

Last column: natural (NBO) charge in e.
Element x y z (Å)
H 2.3670 2.1810 1.2719  0.244
H 0.0893 3.2783 0.5805  0.488
H 0.7283 -0.8527 0.9119  0.204
C 1.9489 -0.1699 -0.9143  -0.048
H -2.0018 -1.9190 -1.4757  0.226
C -2.6994 -0.4571 0.1493  -0.617
H -2.9210 0.3474 0.8100  0.219
H -1.2660 -0.7065 -2.3697  0.216
C -1.1921 -0.4071 -0.2534  -0.110
N -1.8968 1.9211 -0.6768  -0.779
H 4.4113 -1.2958 0.9125  0.259
H -0.6949 -2.0474 0.9611  0.230
H -2.7914 -1.3676 0.8537  0.236
S 3.3823 -1.0006 -1.0975  0.480
C 3.8481 0.8373 0.9035  -0.187
H -2.7283 1.4486 -0.8888  0.401
H -3.3893 -0.5210 -0.6014  0.216
O 0.6048 2.9915 -0.1686  -0.697
H -1.6186 2.7508 -1.1723  0.414
C 0.4249 1.5577 -0.2550  0.277
C 2.6626 1.3462 0.6678  -0.004
N 1.6937 0.9565 -0.2154  -0.353
H 4.5153 1.3541 1.4460  0.234
H -1.0642 -0.4647 1.7138  0.238
H 5.3326 -0.0162 -0.2307  0.269
C -1.1860 -1.3028 -1.5307  -0.589
C -0.8567 1.0429 -0.4729  0.211
H -0.3228 -1.8469 -1.5020  0.195
C 4.4368 -0.4047 0.3109  -0.526
H 1.0295 -0.4258 -1.4493  0.266
C -0.4449 -0.9487 0.9051  -0.614